Entry 1:
{"formula": "C15H46O10", "method": "wB97M-V/def2-TZVPD", "elements": ["C", "O", "H", "H", "H", "H", "C", "C", "O", "O", "H", "H", "H", "H", "H", "H", "C", "C", "O", "O", "H", "H", "H", "H", "H", "H", "C", "C", "O", "H", "H", "H", "H", "H", "H", "C", "C", "O", "H", "H", "H", "H", "H", "H", "C", "C", "O", "H", "H", "H", "H", "H", "H", "C", "C", "O", "H", "H", "H", "H", "H", "H", "C", "C", "O", "H", "H", "H", "H", "H", "H"], "coordinates": [[4.936, 3.872, 22.646], [3.532, 3.814, 22.588], [5.357, 2.878, 22.428], [5.324, 4.553, 21.888], [5.334, 4.035, 23.646], [3.193, 3.600, 21.714], [2.611, 6.494, 18.947], [3.453, 7.661, 18.442], [3.858, 8.484, 19.521], [3.318, 5.694, 19.875], [2.260, 5.900, 18.100], [1.691, 6.864, 19.420], [2.876, 8.279, 17.739], [4.224, 7.331, 17.744], [3.137, 8.532, 20.155], [4.011, 6.252, 20.251], [-0.667, 4.372, 20.674], [-0.188, 4.365, 22.131], [-1.274, 3.992, 22.973], [-1.104, 3.011, 20.423], [0.118, 4.543, 19.936], [-1.402, 5.169, 20.547], [0.020, 5.409, 22.381], [0.730, 3.784, 22.196], [-1.142, 3.059, 23.172], [-2.058, 3.027, 20.551], [4.802, 5.615, 28.424], [5.849, 5.765, 27.310], [5.639, 4.853, 26.249], [4.833, 6.435, 29.135], [5.102, 4.660, 28.875], [3.798, 5.386, 28.064], [6.811, 5.497, 27.764], [5.826, 6.776, 26.902], [5.488, 3.991, 26.656], [1.533, 4.404, 25.191], [0.299, 4.560, 26.103], [0.770, 4.449, 27.434], [1.894, 3.374, 25.246], [2.242, 5.168, 25.500], [1.345, 4.532, 24.125], [-0.519, 3.898, 25.801], [-0.058, 5.591, 26.049], [1.239, 3.622, 27.571], [8.162, 6.639, 22.481], [7.607, 6.397, 21.100], [8.265, 7.218, 20.117], [7.865, 7.620, 22.859], [9.253, 6.639, 22.443], [7.899, 5.889, 23.229], [6.523, 6.305, 21.040], [7.951, 5.403, 20.784], [8.789, 6.639, 19.566], [2.000, -0.158, 20.556], [2.746, 1.158, 20.817], [2.917, 1.903, 19.610], [2.064, -0.838, 21.407], [2.307, -0.591, 19.606], [0.929, 0.060, 20.520], [3.644, 1.076, 21.427], [2.078, 1.773, 21.434], [2.024, 2.171, 19.368], [9.345, 4.185, 26.232], [8.482, 3.260, 25.381], [8.450, 1.889, 25.817], [8.942, 4.079, 27.243], [9.209, 5.174, 25.803], [10.372, 3.826, 26.262], [8.939, 3.151, 24.386], [7.516, 3.740, 25.207], [8.443, 1.379, 25.007]], "forces_ev_per_angstrom": [[0.424, -1.340, -0.930], [-0.622, 0.279, 1.059], [0.022, 0.005, -0.352], [0.232, 0.236, 0.300], [-0.627, 0.785, 0.109], [0.607, 0.121, -0.280], [-0.049, 0.320, -0.280], [-1.586, 0.345, -0.748], [1.006, -0.354, -0.094], [0.112, -0.126, -0.178], [0.284, -0.252, 0.037], [0.034, 0.241, 0.100], [-0.541, -0.130, 0.225], [0.879, -0.095, 1.012], [-0.121, 0.050, -0.095], [-0.064, -0.046, 0.074], [0.601, -1.228, 0.489], [-0.493, 1.713, -1.098], [0.728, -0.548, 0.020], [-0.632, 0.971, -0.423], [0.284, 0.225, 0.312], [-0.473, -0.449, -0.130], [0.408, -0.096, 0.185], [-0.161, -0.302, 0.445], [-0.288, 0.015, 0.024], [0.076, -0.324, 0.032], [0.532, -1.329, -0.538], [-0.406, 0.000, 0.612], [-0.345, -0.139, -0.232], [-0.086, -0.098, 0.114], [-0.163, 0.295, 0.705], [-0.070, 0.690, -0.240], [0.157, 0.732, -0.098], [0.306, -0.151, -0.163], [0.007, 0.008, -0.178], [-1.058, -0.050, -0.341], [1.298, 0.592, -0.807], [-0.587, -0.171, 0.722], [0.438, 0.158, 0.353], [0.426, -0.354, 0.000], [-0.192, 0.264, 0.193], [0.044, -0.178, 0.427], [-0.192, -0.135, -0.144], [-0.059, -0.102, -0.225], [0.199, 0.677, 0.375], [1.663, -1.999, -0.729], [-0.923, 0.824, 0.397], [-0.053, -0.037, 0.046], [-0.008, 0.029, -0.155], [-0.391, -0.078, -0.205], [-0.089, 0.951, -0.168], [-0.407, -0.372, 0.528], [0.004, 0.002, -0.082], [-0.226, 0.515, 0.495], [-1.624, 0.283, 0.337], [0.481, -0.155, 0.251], [0.453, -0.215, -0.200], [0.142, -0.284, 0.172], [0.018, 0.072, -0.407], [0.458, -0.125, -0.710], [0.073, -0.197, 0.345], [0.108, 0.063, -0.214], [-0.896, -1.523, 0.103], [1.106, -0.257, -1.630], [-0.409, 0.652, 0.691], [0.124, 0.607, 0.119], [0.327, 0.218, 0.376], [0.122, 0.314, -0.160], [0.011, 0.738, -0.074], [-0.285, -0.469, 0.429], [-0.067, -0.285, 0.095]], "lumo_ev": 0.51, "spin_multiplicity": 1, "e_tot_ev": -36771.401, "de_lowest_kj_mol": 197.2, "gap_ev": 10.54}

---

Entry 2:
{"formula": "C15H46O12", "method": "wB97M-V/def2-TZVPD", "elements": ["C", "O", "H", "H", "H", "H", "C", "C", "O", "O", "H", "H", "H", "H", "H", "H", "C", "C", "O", "O", "H", "H", "H", "H", "H", "H", "C", "C", "O", "O", "H", "H", "H", "H", "H", "H", "C", "C", "O", "O", "H", "H", "H", "H", "H", "H", "C", "C", "O", "H", "H", "H", "H", "H", "H", "C", "C", "O", "H", "H", "H", "H", "H", "H", "C", "C", "O", "H", "H", "H", "H", "H", "H"], "coordinates": [[-3.477, -2.406, 0.046], [-2.532, -3.481, -0.107], [-4.419, -2.814, 0.406], [-3.124, -1.633, 0.728], [-3.628, -2.043, -0.975], [-1.696, -3.041, -0.310], [0.268, 1.045, 4.086], [1.161, 0.978, 2.848], [2.515, 0.926, 3.238], [0.782, 1.940, 5.055], [0.122, 0.043, 4.502], [-0.740, 1.359, 3.813], [0.958, 1.776, 2.130], [0.872, 0.051, 2.333], [3.051, 0.861, 2.439], [1.713, 1.697, 5.144], [3.359, 1.853, -0.601], [4.617, 2.104, -1.409], [4.312, 2.841, -2.603], [3.531, 0.930, 0.452], [2.633, 1.444, -1.317], [2.929, 2.790, -0.247], [4.968, 1.164, -1.850], [5.377, 2.642, -0.840], [5.016, 3.428, -2.877], [3.860, 0.117, 0.044], [-4.896, 2.700, -0.272], [-5.701, 3.752, -1.011], [-6.657, 3.218, -1.936], [-3.646, 2.493, -0.906], [-5.466, 1.766, -0.217], [-4.721, 2.988, 0.771], [-5.255, 4.604, -1.523], [-6.266, 4.286, -0.226], [-7.420, 2.936, -1.425], [-2.910, 2.345, -0.302], [-0.053, -6.153, -2.874], [0.175, -5.592, -1.483], [0.971, -4.394, -1.618], [-0.420, -7.515, -2.849], [0.896, -5.981, -3.403], [-0.789, -5.580, -3.433], [0.775, -6.187, -0.790], [-0.798, -5.338, -1.052], [1.398, -4.145, -0.797], [0.185, -7.991, -2.276], [3.045, -2.549, 0.453], [3.786, -2.664, -0.848], [3.864, -1.405, -1.510], [2.056, -2.086, 0.394], [3.532, -1.880, 1.172], [2.905, -3.496, 0.975], [3.309, -3.433, -1.464], [4.792, -3.060, -0.665], [4.363, -1.567, -2.317], [-0.602, 4.661, 2.524], [-1.484, 4.189, 1.385], [-1.515, 2.759, 1.321], [0.295, 4.048, 2.541], [-1.082, 4.537, 3.500], [-0.422, 5.732, 2.428], [-1.047, 4.510, 0.437], [-2.498, 4.597, 1.332], [-1.912, 2.394, 2.119], [-0.928, 0.511, -1.209], [0.191, -0.428, -0.870], [-0.193, -1.808, -1.028], [-1.722, 0.546, -0.458], [-1.558, 0.265, -2.069], [-0.617, 1.544, -1.375], [0.646, -0.341, 0.121], [1.131, -0.330, -1.433], [-0.163, -2.028, -1.963]], "forces_ev_per_angstrom": [[0.387, -0.855, -0.937], [-0.189, 0.317, 0.641], [0.070, -0.086, 0.103], [0.015, 0.086, -0.065], [-0.321, 0.661, 0.295], [0.183, -0.024, -0.085], [0.240, 0.038, -0.023], [-0.609, -0.643, -0.352], [-0.029, -0.025, 0.305], [-0.168, -0.141, -0.107], [0.327, -0.067, 0.129], [0.066, 0.296, -0.080], [0.093, 0.304, 0.230], [0.060, -0.028, -0.089], [0.019, 0.125, -0.155], [0.016, 0.173, 0.008], [-0.722, 0.062, -1.144], [0.618, 0.135, -1.146], [-1.056, 0.322, 0.184], [0.393, 0.085, 0.227], [-0.071, 0.098, 0.044], [0.178, -0.085, 0.392], [0.385, -0.259, 1.009], [0.085, -0.362, 0.160], [0.240, -0.023, 0.297], [-0.094, -0.070, -0.035], [1.238, 0.175, -0.012], [-1.988, 0.616, 0.816], [0.317, -0.061, 0.036], [0.073, -0.175, -0.699], [-0.144, 0.043, -0.257], [-0.110, 0.300, -0.048], [1.056, -0.643, -0.085], [-0.090, -0.169, 0.014], [-0.020, -0.099, -0.101], [-0.219, 0.084, 0.435], [1.435, 0.014, 0.087], [0.125, 1.373, 0.589], [-0.251, 0.083, -0.927], [-0.403, 0.015, -0.154], [-0.032, -0.290, -0.134], [-0.332, -0.167, 0.239], [-0.512, -0.911, -0.322], [0.130, -0.138, 0.336], [-0.366, -0.087, 0.231], [0.066, 0.039, -0.021], [-0.474, 0.954, 1.054], [0.166, -0.943, 0.096], [-0.069, -0.144, 0.143], [-0.072, -0.267, -0.628], [0.414, -0.211, -0.100], [0.227, -0.157, -0.227], [-0.161, 0.334, -0.269], [0.055, 0.209, 0.126], [-0.045, 0.271, -0.059], [-0.858, 0.100, 0.307], [0.287, -0.123, -0.497], [-0.258, -0.146, -0.331], [0.260, 0.336, -0.094], [-0.075, -0.140, -0.052], [0.393, -0.082, -0.064], [0.161, -0.209, 0.003], [-0.036, 0.038, 0.558], [0.007, 0.198, 0.106], [-1.033, 0.795, 0.069], [1.133, -1.026, -0.464], [-0.246, 0.143, 0.510], [0.461, -0.092, 0.491], [0.735, -0.455, -0.405], [0.245, -0.047, 0.165], [-0.921, 0.191, 0.378], [-0.467, 0.534, -0.664], [0.081, -0.095, 0.022]], "lumo_ev": 0.36, "spin_multiplicity": 1, "e_tot_ev": -40866.893, "de_lowest_kj_mol": 0.0, "gap_ev": 10.23}

---

Entry 3:
{"formula": "C15H47GaN7O4P2S", "method": "wB97M-V/def2-TZVPD", "elements": ["C", "C", "N", "Ga", "C", "S", "O", "O", "H", "H", "H", "H", "H", "H", "H", "H", "H", "H", "H", "O", "P", "N", "C", "C", "N", "C", "C", "N", "C", "C", "H", "H", "H", "H", "H", "H", "H", "H", "H", "H", "H", "H", "H", "H", "H", "H", "H", "H", "O", "P", "N", "C", "C", "N", "C", "C", "N", "C", "C", "H", "H", "H", "H", "H", "H", "H", "H", "H", "H", "H", "H", "H", "H", "H", "H", "H", "H"], "coordinates": [[5.563, 2.977, -2.993], [5.446, 1.467, -2.826], [6.635, 0.818, -2.250], [8.314, 1.741, -1.983], [9.204, 2.315, -3.787], [9.944, 1.004, -4.634], [9.766, 1.115, -6.074], [11.300, 0.794, -4.172], [5.779, 3.463, -2.038], [6.288, 3.266, -3.760], [4.589, 3.363, -3.328], [4.589, 1.284, -2.162], [5.186, 0.998, -3.787], [6.811, -0.041, -2.758], [9.323, 0.686, -1.308], [8.151, 3.003, -1.012], [10.017, 3.016, -3.574], [8.518, 2.791, -4.490], [9.196, -0.069, -4.273], [2.269, 0.904, -1.304], [1.001, 0.824, -0.567], [1.256, 1.439, 0.976], [0.439, 1.168, 2.144], [2.058, 2.657, 1.050], [0.575, -0.809, -0.520], [-0.122, -1.453, 0.575], [1.487, -1.729, -1.195], [-0.542, 1.411, -0.934], [-1.079, 0.914, -2.213], [-0.625, 2.883, -0.931], [-0.612, 1.464, 2.028], [0.846, 1.725, 2.989], [0.468, 0.121, 2.425], [1.490, 3.571, 0.839], [2.882, 2.599, 0.341], [2.491, 2.752, 2.047], [0.551, -1.725, 1.397], [-0.596, -2.372, 0.220], [-0.929, -0.831, 0.957], [2.366, -1.976, -0.590], [1.837, -1.309, -2.134], [0.945, -2.652, -1.415], [-0.469, 1.218, -3.072], [-2.085, 1.314, -2.347], [-1.142, -0.170, -2.193], [0.110, 3.358, -1.590], [-0.492, 3.266, 0.079], [-1.620, 3.183, -1.262], [-3.366, -2.242, 1.673], [-4.760, -1.961, 2.045], [-4.967, -2.372, 3.660], [-6.229, -2.678, 4.310], [-3.898, -1.954, 4.564], [-5.716, -2.940, 1.047], [-6.978, -3.539, 1.426], [-4.996, -3.772, 0.086], [-5.685, -0.564, 1.894], [-5.770, -0.053, 0.512], [-5.239, 0.536, 2.772], [-6.960, -1.861, 4.261], [-6.037, -2.882, 5.363], [-6.687, -3.574, 3.905], [-3.972, -0.905, 4.875], [-2.932, -2.094, 4.081], [-3.911, -2.573, 5.461], [-6.850, -4.463, 2.002], [-7.543, -3.791, 0.524], [-7.589, -2.840, 1.994], [-4.594, -4.688, 0.534], [-4.171, -3.224, -0.358], [-5.686, -4.053, -0.714], [-4.792, 0.232, 0.110], [-6.415, 0.826, 0.506], [-6.212, -0.804, -0.137], [-4.180, 0.787, 2.643], [-5.418, 0.282, 3.815], [-5.828, 1.426, 2.551]], "forces_ev_per_angstrom": [[-0.635, 0.019, -0.285], [0.117, -0.398, 0.466], [0.205, 0.363, -0.477], [0.020, -0.298, 0.544], [0.032, 0.280, -0.059], [0.355, 0.459, -0.545], [-0.217, -0.132, 0.110], [-0.177, -0.190, 0.219], [0.245, -0.051, -0.136], [0.146, -0.017, 0.262], [0.092, -0.011, 0.035], [-0.011, 0.042, -0.178], [-0.011, 0.206, -0.029], [-0.070, -0.042, 0.173], [-0.016, -0.088, -0.165], [-0.032, 0.157, -0.208], [-0.026, -0.152, 0.036], [-0.040, -0.122, 0.084], [0.094, -0.016, 0.146], [-0.543, 1.155, -1.064], [-0.317, -2.256, 2.057], [0.145, 0.229, -0.085], [-0.240, 0.206, 0.019], [0.349, -0.034, -0.062], [0.426, -0.003, 0.022], [-0.384, 0.018, -0.091], [0.117, -0.034, -0.012], [0.497, 0.885, -1.171], [-0.134, -0.182, 0.070], [-0.105, 0.000, 0.304], [0.003, -0.002, -0.036], [0.006, 0.051, -0.059], [-0.025, -0.059, -0.030], [-0.028, 0.003, 0.080], [-0.053, -0.016, -0.043], [-0.019, -0.058, 0.006], [-0.004, -0.021, 0.004], [0.032, 0.010, -0.034], [0.018, 0.049, 0.014], [-0.007, -0.019, 0.003], [0.046, 0.059, 0.053], [-0.025, 0.009, 0.051], [-0.012, 0.037, 0.007], [0.008, 0.025, 0.020], [0.072, -0.003, 0.025], [-0.017, -0.012, -0.028], [0.064, -0.024, 0.007], [-0.004, -0.039, -0.008], [0.539, 1.514, -0.159], [-2.012, -2.438, 0.179], [0.334, 0.125, 0.104], [-0.160, 0.282, 0.096], [0.284, -0.144, -0.014], [0.385, -0.243, 0.053], [-0.242, 0.296, -0.114], [0.088, -0.067, -0.020], [1.229, 0.928, -0.333], [-0.192, -0.085, -0.081], [-0.218, -0.090, 0.238], [0.020, 0.013, -0.026], [0.046, 0.061, -0.013], [-0.021, -0.022, -0.057], [-0.056, -0.021, 0.062], [-0.034, 0.036, -0.053], [-0.039, -0.034, -0.033], [-0.016, -0.013, -0.009], [0.041, -0.001, -0.014], [0.041, 0.014, 0.059], [-0.020, -0.012, -0.010], [0.029, -0.001, 0.074], [-0.035, -0.004, 0.039], [0.003, 0.031, 0.030], [0.004, 0.000, 0.033], [0.047, -0.051, 0.028], [-0.008, 0.018, -0.040], [0.038, -0.052, -0.002], [-0.012, -0.022, -0.030]], "lumo_ev": 1.61, "spin_multiplicity": 1, "e_tot_ev": -116729.019, "charge": -1, "gap_ev": 5.60}

---

- Number 3 is which compound?
  C15H47GaN7O4P2S